A cluster of 10 separate species, C44H112N12O10 in total in a non-equilibrium geometry. Source: the OMol25 dataset; level of theory: wB97M-V/def2-TZVPD.

Values from the calculation:
Charge = 0
LUMO level = 0.133 eV
Largest force on an atom = 6.45 eV/A
2S+1 = 1
SMILES = CC1(C)CCCC(C)(C)N1O.CC1(C)CCCC(C)(C)N1O.COC[C@H](C)N.COC[C@H](C)N.COC[C@H](C)N.COC[C@H](C)N.COC[C@H](C)N.COC[C@H](C)N.NC(N)=O.NC(N)=O
HOMO level = -7.89 eV
Energy relative to the best compared isomer or geometry (same formula, charge and spin) = 811.9 kJ/mol
Kohn-Sham gap = 0.2948 hartree

Structure (XYZ):
```
178
Properties=species:S:1:pos:R:3:mulliken_charge:R:1
C -5.9932 -3.7789 0.5854 -2.084
C -6.6452 -4.3090 -0.6833 1.579
C -6.6900 -5.8978 -0.4615 -1.700
C -8.1418 -3.6947 -0.6921 -1.210
C -8.7947 -3.8017 -2.1171 -0.717
C -7.8459 -3.2498 -3.2192 -1.145
C -6.5340 -4.0798 -3.2916 1.174
C -6.6885 -5.4721 -3.8784 -1.553
C -5.7149 -3.3213 -4.3806 -1.948
N -5.8760 -4.0426 -1.9511 0.397
O -4.5512 -4.4975 -1.9667 -0.467
H -5.0305 -4.2878 0.6343 0.473
H -5.8801 -2.7045 0.4403 0.497
H -6.5361 -3.9847 1.5079 0.382
H -7.4708 -6.3412 -1.0795 0.346
H -5.7651 -6.3896 -0.7627 0.349
H -6.8877 -6.2857 0.5378 0.438
H -8.7302 -4.3323 -0.0323 0.369
H -8.2742 -2.7212 -0.2199 0.463
H -9.0574 -4.8527 -2.2370 0.353
H -9.7063 -3.2246 -1.9620 0.365
H -7.5000 -2.2737 -2.8790 0.453
H -8.3344 -3.0389 -4.1705 0.444
H -7.0956 -5.4830 -4.8894 0.383
H -7.2854 -6.0443 -3.1681 0.300
H -5.6723 -5.8335 -4.0361 0.403
H -4.7495 -3.8180 -4.4772 0.438
H -5.4939 -2.3468 -3.9453 0.439
H -6.2947 -3.2642 -5.3019 0.416
H -4.1229 -3.6863 -1.6837 0.363
C 6.5314 -3.2340 7.6074 -1.629
C 6.6811 -3.4258 6.0239 1.551
C 5.2911 -3.8306 5.4287 -1.789
C 7.0536 -2.0530 5.5277 -1.433
C 7.4911 -2.0215 4.0296 -0.754
C 8.6638 -2.9229 3.7306 -1.045
C 8.5530 -4.3579 4.4033 1.425
C 7.8454 -5.3026 3.4022 -1.681
C 9.9971 -4.9066 4.6678 -1.932
N 7.7976 -4.3296 5.6901 0.268
O 7.6269 -5.5729 6.2223 -0.475
H 7.3966 -3.6751 8.1023 0.343
H 6.4592 -2.1662 7.8141 0.384
H 5.6229 -3.7728 7.8767 0.352
H 5.2288 -3.8957 4.3424 0.307
H 4.9175 -4.8204 5.6908 0.454
H 4.4520 -3.1906 5.7013 0.448
H 6.2184 -1.3572 5.6072 0.529
H 7.9094 -1.6318 6.0552 0.430
H 6.6962 -2.4761 3.4384 0.303
H 7.6435 -0.9580 3.8459 0.373
H 9.6447 -2.4870 3.9206 0.407
H 8.5866 -3.0345 2.6491 0.322
H 7.7019 -6.3057 3.8037 0.364
H 8.4031 -5.6069 2.5165 0.441
H 6.8663 -4.8704 3.1958 0.340
H 10.5778 -4.2874 5.3515 0.422
H 10.4314 -5.1209 3.6913 0.419
H 9.8975 -5.9037 5.0967 0.492
H 8.3938 -5.7152 6.7818 0.361
C 3.6398 -1.3551 -2.2142 -0.835
O 2.6402 -0.3613 -1.9446 -0.287
C 1.3094 -0.6539 -2.3404 -0.883
C 0.2809 0.0662 -1.5071 0.562
C 0.3448 1.5310 -1.5306 -1.360
N 0.2211 -0.3041 -0.1360 -0.732
H 3.6878 -1.4424 -3.2996 0.323
H 3.4791 -2.3167 -1.7267 0.346
H 4.6109 -1.0926 -1.7945 0.241
H 1.0372 -0.5639 -3.3920 0.371
H 1.2692 -1.7375 -2.2294 0.403
H -0.6350 -0.2673 -1.9949 0.267
H 0.9813 2.0467 -0.8115 0.313
H -0.6979 1.7825 -1.3362 0.418
H 0.4556 1.8876 -2.5546 0.320
H -0.4501 0.1522 0.4652 0.293
H 1.0545 0.1146 0.2515 0.241
C 0.8355 4.3531 -6.7730 -0.684
O 1.2792 5.6684 -6.4223 -0.351
C 2.5233 6.0107 -6.9474 -0.709
C 3.6518 5.9176 -5.7937 0.327
C 3.1898 6.9297 -4.7328 -1.331
N 4.8952 6.3414 -6.3677 -0.685
H 0.8590 4.3396 -7.8627 0.301
H -0.1491 4.0046 -6.4612 0.268
H 1.4722 3.5960 -6.3153 0.268
H 2.6427 5.4147 -7.8522 0.419
H 2.5785 7.0381 -7.3073 0.346
H 3.6736 4.8836 -5.4495 0.296
H 2.2618 6.6541 -4.2318 0.324
H 3.0302 7.9253 -5.1467 0.315
H 3.9498 7.1130 -3.9733 0.382
H 4.8915 7.2773 -6.7472 0.250
H 5.2018 5.7638 -7.1375 0.261
C 6.9517 -1.2405 -7.5912 -0.767
O 7.2131 -2.6301 -7.8096 -0.312
C 8.5609 -2.9889 -8.2120 -0.649
C 8.5833 -4.5189 -8.3108 0.567
C 8.0758 -5.3802 -7.1725 -1.360
N 9.9524 -4.8714 -8.7376 -0.626
H 6.0875 -1.0758 -6.9476 0.238
H 6.7615 -0.7551 -8.5484 0.296
H 7.8116 -0.6465 -7.2816 0.314
H 8.7768 -2.4506 -9.1349 0.328
H 9.2541 -2.6271 -7.4526 0.367
H 7.8839 -4.8532 -9.0771 0.171
H 7.0368 -5.1718 -6.9173 0.339
H 8.4862 -5.1294 -6.1943 0.310
H 7.9721 -6.4586 -7.2928 0.335
H 10.6709 -4.3515 -8.2544 0.225
H 10.2141 -4.9073 -9.7125 0.222
C -2.6205 6.6276 3.4081 -0.767
O -3.6567 5.6303 3.6766 -0.249
C -4.8867 6.3572 3.7313 -0.697
C -5.9677 5.2956 3.9308 0.509
C -6.2663 4.5407 2.6450 -1.368
N -7.2688 5.9127 4.2545 -0.714
H -1.6724 6.0898 3.3982 0.252
H -2.4811 7.3502 4.2121 0.307
H -2.7881 7.1336 2.4573 0.314
H -4.9404 7.0926 4.5341 0.398
H -5.0733 6.9040 2.8069 0.316
H -5.7274 4.5876 4.7239 0.220
H -6.2794 5.1583 1.7469 0.294
H -7.1472 3.9000 2.6845 0.393
H -5.3988 3.9191 2.4233 0.324
H -7.5280 6.7068 3.6868 0.227
H -8.0789 5.3096 4.2410 0.241
C -6.9586 5.7165 -4.3235 -0.797
O -8.2161 5.8492 -5.0349 -0.286
C -9.3395 5.3645 -4.3562 -0.601
C -10.5428 5.9437 -5.2504 0.328
C -10.5480 7.5661 -5.3688 -1.314
N -11.8334 5.7516 -4.6340 -0.770
H -6.7874 6.3351 -3.4425 0.299
H -6.1274 5.9857 -4.9752 0.277
H -6.7133 4.6713 -4.1353 0.309
H -9.3016 4.2760 -4.3986 0.372
H -9.5065 5.7893 -3.3664 0.310
H -10.4554 5.4539 -6.2203 0.286
H -10.3155 8.1590 -4.4842 0.324
H -11.4556 7.9847 -5.8037 0.405
H -9.6436 7.6678 -5.9687 0.335
H -12.5946 6.0380 -5.2328 0.256
H -12.0454 6.2812 -3.8005 0.266
C 1.5218 1.4266 9.1728 -0.583
O 0.1988 1.4497 9.6228 -0.365
C -0.8133 1.6303 8.5385 -0.781
C -1.1738 0.4648 7.5093 0.512
C -2.3170 0.7542 6.5419 -1.456
N -1.5460 -0.7111 8.2803 -0.663
H 1.5810 0.6656 8.3946 0.244
H 2.2200 1.2436 9.9896 0.238
H 1.7137 2.3831 8.6867 0.283
H -1.7589 1.9647 8.9652 0.338
H -0.5386 2.5714 8.0622 0.403
H -0.2302 0.1324 7.0766 0.214
H -3.3249 0.9249 6.9201 0.335
H -2.5021 -0.0341 5.8123 0.361
H -2.1774 1.6379 5.9193 0.369
H -0.9183 -0.7057 9.0715 0.265
H -2.3840 -0.4138 8.7594 0.292
N -1.1724 -5.8652 6.5330 -0.351
C -0.7008 -6.2513 5.4192 0.673
N -0.7069 -5.3202 4.5114 -0.394
O -0.3619 -7.4210 5.2060 -0.692
H -1.3516 -4.8785 6.6528 0.146
H -1.1319 -6.4372 7.3645 0.224
H -0.8836 -4.3415 4.6876 0.176
H -0.4586 -5.7132 3.6147 0.216
N 4.6863 3.2294 1.2737 -0.350
C 4.1570 3.5587 2.4076 0.696
N 4.5650 4.7641 2.7681 -0.355
O 3.3870 2.7861 3.0112 -0.682
H 4.3398 2.4548 0.7259 0.206
H 5.3083 3.9097 0.8609 0.133
H 5.1354 5.2221 2.0717 0.142
H 4.2794 5.2001 3.6333 0.212
```



A cluster of 9 separate species, C44H113N7O16 in total in a non-equilibrium geometry. Source: the OMol25 dataset; level of theory: wB97M-V/def2-TZVPD.

Values from the calculation:
Charge = 0
LUMO level = 0.431 eV
Largest force on an atom = 3.93 eV/A
2S+1 = 1
SMILES = COCCNCCOC.COCCNCCOC.COCCNCCOC.COCCNCCOC.COCCNCCOC.COCCNCCOC.COCCNCCOC.CO.CO
HOMO level = -8.44 eV
Energy relative to the best compared isomer or geometry (same formula, charge and spin) = 1193.3 kJ/mol
Kohn-Sham gap = 0.3261 hartree

Structure (XYZ):
```
180
Properties=species:S:1:pos:R:3:mulliken_charge:R:1
C -10.7551 6.6804 -2.4245 -0.801
O -9.6426 5.8733 -2.1508 -0.354
C -8.4392 6.4235 -2.5777 -0.637
C -7.1147 5.7197 -2.1692 -0.315
N -5.8760 6.4596 -2.5879 -0.373
C -4.6239 5.6899 -2.4850 -0.646
C -4.3974 4.7132 -3.5778 -0.389
O -3.2341 3.8763 -3.4243 -0.083
C -2.5575 3.5276 -4.6161 -0.665
H -11.6825 6.1121 -2.3534 0.295
H -10.7763 7.1389 -3.4131 0.328
H -11.0159 7.4844 -1.7362 0.313
H -8.4535 7.5021 -2.4211 0.275
H -8.6502 6.1914 -3.6216 0.295
H -7.0661 4.7029 -2.5588 0.330
H -7.2412 5.6726 -1.0876 0.280
H -5.9926 7.1858 -1.8957 0.277
H -4.4501 5.2936 -1.4845 0.334
H -3.8593 6.4547 -2.6208 0.279
H -4.1905 5.3322 -4.4508 0.376
H -5.3179 4.1605 -3.7656 0.182
H -1.7901 4.1318 -5.1000 0.042
H -3.1914 3.3561 -5.4860 0.487
H -2.1343 2.5718 -4.3070 0.330
C 9.7488 -2.4314 4.7044 -0.409
O 9.4781 -3.7910 4.9446 -0.384
C 8.5139 -4.5320 4.0897 -0.730
C 7.0478 -4.1147 4.2329 -0.532
N 6.6009 -3.4334 3.0021 -0.135
C 5.2137 -3.1291 2.9540 -0.557
C 4.8535 -2.0157 3.8801 -0.563
O 3.4383 -1.7518 3.7949 -0.113
C 2.8886 -0.7834 4.6513 -0.755
H 8.7263 -2.0651 4.6118 0.131
H 10.2772 -2.3153 3.7581 0.238
H 10.3746 -1.9671 5.4664 0.207
H 8.5367 -5.5953 4.3287 0.316
H 8.8400 -4.6735 3.0593 0.392
H 6.9291 -3.4891 5.1176 0.307
H 6.5046 -4.9780 4.6173 0.398
H 7.1209 -3.4155 2.1364 0.299
H 4.5651 -4.0032 3.0121 0.304
H 4.9883 -2.7424 1.9602 0.218
H 5.5030 -1.1575 3.7073 0.274
H 5.1615 -2.4090 4.8489 0.382
H 2.1812 -1.2653 5.3262 0.247
H 2.3263 -0.0803 4.0369 0.110
H 3.6517 -0.2252 5.1937 0.387
C 0.2830 3.5508 -2.3101 -0.392
O 0.3011 2.0940 -2.2986 -0.274
C 1.1581 1.3028 -1.4420 0.114
C 1.0324 -0.2249 -1.7807 -0.970
N 1.6469 -1.0759 -0.8302 -0.108
C 1.2494 -2.5456 -0.9285 -0.792
C 1.8355 -3.4566 0.1766 -0.702
O 1.3099 -2.9747 1.4327 0.146
C 1.3093 -3.8426 2.4435 -0.806
H 1.2376 4.0126 -2.5622 0.317
H -0.0671 3.7498 -1.2972 -0.052
H -0.5052 4.0973 -2.8280 0.139
H 0.9033 1.5560 -0.4129 -0.215
H 2.1949 1.6195 -1.5552 0.373
H 1.5637 -0.2311 -2.7324 0.255
H -0.0026 -0.5137 -1.9635 0.438
H 1.4296 -0.7714 0.1080 0.201
H 1.5145 -2.9386 -1.9100 0.478
H 0.1682 -2.6286 -0.8175 0.174
H 2.9252 -3.4404 0.1540 0.490
H 1.5405 -4.4800 -0.0551 0.556
H 0.4773 -4.5430 2.5161 0.091
H 1.5693 -3.4026 3.4063 0.087
H 2.1428 -4.5163 2.2450 0.389
C -4.7904 -8.7123 -4.2635 -0.723
O -4.0709 -7.6685 -3.6950 -0.338
C -3.9935 -7.5235 -2.3165 -0.573
C -4.9970 -6.3371 -1.8682 -0.377
N -4.7947 -5.0142 -2.3914 -0.447
C -5.2111 -3.8779 -1.5244 -0.849
C -4.3686 -3.8254 -0.2398 -0.428
O -3.0300 -4.0299 -0.5338 -0.388
C -2.1887 -4.0730 0.6149 -0.577
H -4.8621 -8.7550 -5.3503 0.276
H -5.8457 -8.5863 -4.0219 0.288
H -4.4663 -9.6581 -3.8293 0.308
H -2.9293 -7.4144 -2.1077 0.261
H -4.2531 -8.4848 -1.8731 0.421
H -5.2071 -6.2186 -0.8052 0.332
H -5.9967 -6.4486 -2.2881 0.312
H -3.7903 -4.9076 -2.3891 0.274
H -6.1975 -4.0485 -1.0932 0.361
H -5.2955 -2.9084 -2.0155 0.366
H -4.5619 -4.5265 0.5722 0.436
H -4.5835 -2.8800 0.2584 0.357
H -1.1858 -3.8443 0.2547 -0.149
H -2.2240 -5.0308 1.1342 0.406
H -2.4918 -3.3399 1.3624 0.361
C -0.1118 5.3968 -6.2880 -0.606
O 0.9316 6.2431 -6.6966 -0.371
C 2.2944 5.8026 -6.7041 -0.635
C 3.0889 6.6890 -5.7297 -0.629
N 3.4994 7.8471 -6.5313 -0.319
C 4.3999 8.6861 -5.7217 -0.696
C 4.8603 9.8916 -6.5310 -0.390
O 5.0535 11.0136 -5.7738 -0.355
C 6.3052 11.1158 -5.1751 -0.735
H -1.0606 5.8805 -6.5202 0.320
H -0.0472 5.0398 -5.2601 0.027
H -0.2199 4.5139 -6.9180 0.368
H 2.6946 5.7118 -7.7140 0.349
H 2.4787 4.7719 -6.4011 0.363
H 3.9735 6.0894 -5.5152 0.399
H 2.5787 6.9413 -4.8001 0.395
H 2.6178 8.3270 -6.6438 0.271
H 5.3526 8.1722 -5.5936 0.329
H 4.1214 8.8670 -4.6835 0.347
H 3.9513 10.1597 -7.0693 0.264
H 5.6728 9.7522 -7.2441 0.356
H 6.4667 11.9770 -4.5268 0.280
H 7.1255 11.2691 -5.8763 0.298
H 6.4792 10.2636 -4.5181 0.303
C 0.6191 -5.9311 7.8787 -0.825
O -0.2940 -6.2984 6.8133 -0.319
C 0.3050 -5.9488 5.5804 -0.559
C -0.6538 -6.5770 4.5258 -0.686
N -0.6980 -8.0835 4.5769 -0.314
C -1.6128 -8.5313 3.5898 -0.596
C -1.9992 -10.0739 3.8266 -0.742
O -2.7899 -10.3233 4.9948 -0.327
C -2.1501 -11.2737 5.8696 -0.675
H 1.5203 -6.5276 8.0205 0.325
H 0.0719 -6.0839 8.8089 0.283
H 0.9499 -4.8925 7.8751 0.291
H 1.2498 -6.4858 5.4959 0.385
H 0.3604 -4.8679 5.4515 0.393
H -0.3260 -6.2028 3.5559 0.439
H -1.5510 -5.9917 4.7276 0.252
H -1.1263 -8.3947 5.4371 0.266
H -1.2735 -8.3145 2.5769 0.436
H -2.5500 -7.9845 3.4858 0.352
H -1.0942 -10.6741 3.7328 0.398
H -2.7793 -10.2229 3.0800 0.358
H -2.8932 -11.2850 6.6669 0.231
H -1.1620 -10.9237 6.1685 0.321
H -2.0662 -12.2829 5.4666 0.287
C -4.2167 1.4600 -0.8378 -0.480
O -3.2991 1.6239 0.2985 -0.410
C -2.5962 0.3807 0.7599 -0.180
C -1.8048 0.7717 2.0813 -0.914
N -0.8299 1.9210 1.7694 0.251
C -0.3516 2.5421 2.9052 -0.716
C 0.6149 3.6712 2.6416 -0.344
O 1.2372 3.9559 3.8309 -0.351
C 2.1338 5.0614 3.8173 -0.825
H -4.6791 2.4307 -1.0167 0.067
H -4.9536 0.6975 -0.5855 0.288
H -3.5665 1.1451 -1.6539 0.236
H -1.9914 -0.0671 -0.0287 0.180
H -3.3731 -0.3301 1.0415 0.347
H -1.4135 -0.1765 2.4500 0.335
H -2.6049 1.1195 2.7347 0.369
H -1.0271 2.5711 1.0220 0.135
H 0.2809 1.8600 3.4733 0.171
H -1.0554 2.9227 3.6454 0.260
H 0.1008 4.5871 2.3503 0.367
H 1.2953 3.3724 1.8443 0.258
H 1.8493 6.0068 3.3553 0.282
H 3.1860 4.8090 3.6865 0.330
H 2.2694 5.3310 4.8647 0.323
C 1.6473 6.3376 -0.3740 -0.380
O 2.5912 5.8812 -1.3062 -0.446
H 0.9119 6.9615 -0.8820 0.263
H 1.0078 5.5128 -0.0597 -0.088
H 2.0483 7.0804 0.3157 0.417
H 3.4216 6.1648 -0.9168 0.276
C 4.4316 0.2933 0.3777 -0.613
O 4.3836 -1.0784 -0.0513 -0.628
H 5.2076 0.3899 1.1370 0.293
H 4.6727 0.8933 -0.4998 0.315
H 3.5363 0.5911 0.9234 0.123
H 3.4726 -1.1145 -0.3517 0.539
```



> Which value of charge does entry 1 give?

0



> Which of these has the lowest LUMO level?

C44H112N12O10